(1)
{
  "formula": "C3H3MgO4Tl",
  "method": "ωB97M-V with the def2-TZVPD basis set",
  "species": ["O", "C", "O", "Tl", "O", "C", "C", "O", "Mg", "H", "H", "H"],
  "xyz": [[-2.393, 0.984, -0.191], [-2.450, -0.248, 0.168], [-3.105, -0.654, 1.127], [-0.932, 2.130, -0.676], [0.362, 0.631, -1.015], [0.477, -0.599, -0.571], [1.772, -0.755, 0.225], [2.407, 0.394, 0.661], [1.669, 2.033, -0.005], [2.427, -1.368, -0.439], [1.503, -1.437, 1.064], [-1.737, -1.109, -0.347]],
  "atomic_forces_ev_per_a": [[-3.2, -0.9, 0.2], [0.3, -4.8, 1.7], [0.6, 0.9, -1.3], [-0.1, 5.9, -0.3], [3.4, -3.4, 0.0], [0.7, 0.1, -0.8], [-0.3, -0.2, 0.2], [0.1, 1.2, -0.1], [0.3, -1.8, 0.0], [-0.3, 0.1, 0.1], [0.2, 0.4, -0.3], [-1.5, 2.5, 0.5]],
  "lowdin_charge": [-0.31, -0.53, 0.00, 0.94, -0.51, -0.10, -0.40, -0.38, 0.89, 0.12, 0.12, 0.14],
  "e_lumo_ev": [-2.26, -2.26],
  "homo_lumo_gap_ev": [5.47, 5.47],
  "relative_energy_kcal_mol": 96.28,
  "homo_energy_ha": [-0.284, -0.284],
  "e_tot_ev": -21483.31282,
  "multiplicity": 1,
  "mol_weight_g_mol": 331.74
}

***

(2)
{
  "formula": "C3H5N5",
  "method": "ωB97M-V with the def2-TZVPD basis set",
  "species": ["C", "C", "C", "H", "H", "H", "H", "H", "N", "N", "N", "N", "N"],
  "xyz": [[-1.294, -0.160, -0.073], [1.192, -0.746, 0.014], [1.463, 0.749, -0.060], [-0.972, 1.478, 0.956], [0.050, 1.639, -0.605], [-3.205, 0.046, -0.283], [-0.448, -1.984, 0.270], [3.011, -0.926, -0.255], [-1.089, 1.273, -0.090], [-2.475, -0.638, 0.007], [-0.138, -1.025, 0.083], [2.186, -1.580, -0.047], [1.720, 1.875, 0.082]],
  "atomic_forces_ev_per_a": [[-0.4, 1.4, 0.6], [0.9, 0.7, -0.8], [1.0, 0.1, 0.9], [-0.1, 0.1, -2.0], [-5.2, -1.5, 2.0], [1.1, -0.4, 0.7], [0.6, 0.4, -0.3], [-1.0, -1.7, 0.7], [3.7, 0.6, -0.5], [1.0, -0.4, -0.9], [-1.8, -0.6, 0.3], [-0.2, 2.7, -0.4], [0.6, -1.5, -0.4]],
  "nbo_charge": [0.56, 0.35, 0.21, 0.38, 0.41, 0.38, 0.44, 0.36, -0.90, -0.68, -0.62, -0.60, -0.28],
  "e_lumo_ev": -0.07,
  "homo_lumo_gap_ev": 9.93,
  "relative_energy_kcal_mol": 71.81,
  "homo_energy_ha": -0.367,
  "e_tot_ev": -10639.75996,
  "multiplicity": 1,
  "mol_weight_g_mol": 111.11
}

***

(3)
{
  "formula": "C24H24N4O2S",
  "method": "ωB97M-V with the def2-TZVPD basis set",
  "species": ["C", "C", "C", "C", "C", "N", "C", "C", "N", "N", "C", "S", "C", "C", "O", "C", "C", "C", "C", "C", "C", "N", "C", "C", "C", "C", "C", "O", "C", "C", "C", "H", "H", "H", "H", "H", "H", "H", "H", "H", "H", "H", "H", "H", "H", "H", "H", "H", "H", "H", "H", "H", "H", "H", "H"],
  "xyz": [[3.020, -0.684, -5.042], [2.736, 0.028, -3.754], [3.680, 0.087, -2.739], [3.408, 0.763, -1.565], [2.180, 1.392, -1.368], [1.962, 2.099, -0.177], [2.032, 1.364, 1.078], [0.794, 0.551, 1.259], [-0.313, 1.003, 1.774], [-1.259, 0.056, 1.655], [-0.709, -0.965, 1.055], [-1.562, -2.404, 0.616], [-3.205, -1.743, 1.026], [-3.383, -0.374, 0.376], [-2.922, -0.128, -0.714], [-4.187, 0.601, 1.143], [-3.938, 1.956, 0.930], [-4.649, 2.915, 1.624], [-5.632, 2.532, 2.522], [-5.901, 1.188, 2.723], [-5.179, 0.223, 2.045], [0.597, -0.715, 0.763], [1.534, -1.633, 0.155], [2.343, -2.329, 1.199], [2.082, -3.432, 1.957], [3.193, -3.588, 2.821], [4.040, -2.565, 2.528], [3.534, -1.795, 1.551], [1.215, 1.340, -2.384], [-0.132, 1.978, -2.205], [1.517, 0.664, -3.555], [2.156, -1.263, -5.362], [3.248, 0.038, -5.827], [3.872, -1.352, -4.937], [4.639, -0.395, -2.866], [4.159, 0.816, -0.790], [1.106, 2.640, -0.208], [2.918, 0.728, 1.086], [2.094, 2.086, 1.895], [-3.928, -2.453, 0.620], [-3.284, -1.688, 2.109], [-3.169, 2.234, 0.227], [-4.441, 3.962, 1.464], [-6.191, 3.280, 3.065], [-6.675, 0.890, 3.415], [-5.411, -0.820, 2.200], [2.190, -1.075, -0.520], [0.953, -2.360, -0.418], [1.211, -4.052, 1.899], [3.336, -4.354, 3.554], [4.996, -2.287, 2.925], [-0.759, 1.783, -3.071], [-0.644, 1.576, -1.330], [-0.044, 3.059, -2.086], [0.771, 0.619, -4.337]],
  "atomic_forces_ev_per_a": [[0.0, 0.1, 0.0], [0.0, -0.1, 0.0], [-0.1, -0.1, 0.0], [-0.1, 0.1, 0.0], [0.2, -0.1, -0.3], [-0.1, 0.5, 0.0], [-0.1, 0.0, 0.0], [0.1, -0.1, 0.1], [0.8, 0.9, 0.2], [-0.3, -0.8, 0.0], [0.1, 0.0, 0.1], [-0.3, -0.4, -0.1], [0.6, -0.2, -0.1], [-0.2, -0.1, -0.2], [-0.2, 0.0, 0.1], [-0.3, 0.5, 0.0], [0.0, -0.2, 0.0], [0.0, 0.0, 0.0], [-0.1, -0.1, 0.1], [-0.1, 0.1, 0.1], [0.2, 0.0, -0.2], [-0.7, 0.5, 0.2], [0.5, -0.1, 0.2], [-0.6, -0.7, 0.0], [0.1, 0.5, -0.5], [0.4, 0.4, 0.0], [0.0, -0.7, 0.6], [0.0, 0.4, -0.4], [0.0, 0.0, 0.2], [0.1, 0.0, 0.1], [0.2, -0.1, 0.1], [0.0, -0.1, -0.1], [0.0, 0.0, -0.1], [0.0, -0.1, -0.1], [0.1, -0.1, 0.0], [0.1, 0.0, 0.1], [0.1, -0.1, 0.0], [0.0, 0.1, 0.1], [0.0, -0.2, 0.0], [0.0, 0.0, 0.0], [-0.1, 0.0, -0.1], [0.1, 0.0, -0.1], [0.0, 0.1, 0.0], [0.0, 0.1, 0.0], [-0.1, 0.0, 0.0], [0.0, -0.1, 0.1], [-0.2, -0.2, 0.0], [0.2, 0.1, 0.0], [-0.2, -0.1, -0.1], [0.1, -0.1, 0.2], [0.1, 0.1, 0.0], [-0.1, 0.0, 0.0], [-0.1, 0.0, 0.1], [-0.1, 0.1, 0.0], [-0.1, 0.0, -0.1]],
  "nbo_charge": [-0.63, -0.03, -0.21, -0.28, 0.21, -0.62, -0.26, 0.31, -0.28, -0.34, 0.18, 0.28, -0.63, 0.59, -0.55, -0.09, -0.16, -0.21, -0.19, -0.22, -0.20, -0.36, -0.27, 0.25, -0.29, -0.31, 0.09, -0.40, -0.06, -0.64, -0.19, 0.22, 0.22, 0.21, 0.21, 0.22, 0.38, 0.22, 0.24, 0.25, 0.25, 0.23, 0.22, 0.21, 0.21, 0.21, 0.26, 0.24, 0.23, 0.23, 0.21, 0.23, 0.23, 0.21, 0.20],
  "e_lumo_ev": 0.53,
  "homo_lumo_gap_ev": 8.39,
  "relative_energy_kcal_mol": 41.09,
  "homo_energy_ha": -0.289,
  "e_tot_ev": -46167.61824,
  "multiplicity": 1,
  "mol_weight_g_mol": 432.55
}

***

(4)
{
  "formula": "C3HN",
  "method": "ωB97M-V with the def2-TZVPD basis set",
  "species": ["C", "C", "C", "N", "H"],
  "xyz": [[1.376, -0.113, 1.230], [0.551, 0.042, 0.380], [-0.579, 0.106, -0.468], [-1.423, 0.008, -1.308], [1.872, -0.271, 2.304]],
  "atomic_forces_ev_per_a": [[1.3, -0.5, 3.9], [-1.7, 0.1, -0.8], [-1.8, -0.7, -3.3], [3.2, 0.6, 3.6], [-1.0, 0.5, -3.4]],
  "nbo_charge": [-0.11, -0.16, 0.22, -0.24, 0.28],
  "e_lumo_ev": 0.11,
  "homo_lumo_gap_ev": 11.29,
  "relative_energy_kcal_mol": 12.00,
  "homo_energy_ha": -0.411,
  "e_tot_ev": -4614.03198,
  "multiplicity": 1,
  "mol_weight_g_mol": 51.05
}

***

(5)
{
  "formula": "C3H8O2",
  "method": "ωB97M-V with the def2-TZVPD basis set",
  "species": ["C", "C", "O", "C", "O", "H", "H", "H", "H", "H", "H", "H", "H"],
  "xyz": [[-1.335, 0.311, 0.309], [-0.204, -0.331, -0.472], [-0.678, -0.563, -1.791], [0.992, 0.603, -0.581], [2.130, 0.286, -0.326], [-1.612, 1.269, -0.145], [-1.042, 0.484, 1.349], [-2.214, -0.339, 0.288], [0.132, -1.261, 0.007], [-0.028, -1.113, -2.248], [0.746, 1.615, -0.971], [1.358, -0.495, 2.726], [1.720, -0.491, 2.075]],
  "atomic_forces_ev_per_a": [[0.0, 0.0, 0.0], [0.0, 0.0, 0.3], [0.1, -0.2, -0.2], [0.4, -0.1, 0.1], [-0.5, 0.2, -0.1], [0.1, -0.1, 0.1], [0.0, 0.0, -0.2], [0.1, 0.1, 0.0], [-0.1, 0.1, -0.1], [-0.1, 0.1, 0.0], [0.1, -0.1, 0.0], [0.0, 0.0, 0.0], [0.0, 0.0, 0.1]],
  "nbo_charge": [-0.63, -0.01, -0.70, 0.42, -0.51, 0.22, 0.22, 0.23, 0.18, 0.48, 0.11, -0.02, 0.01],
  "e_lumo_ev": 0.79,
  "homo_lumo_gap_ev": 10.67,
  "relative_energy_kcal_mol": 42.05,
  "homo_energy_ha": -0.363,
  "e_tot_ev": -7334.22714,
  "multiplicity": 1,
  "mol_weight_g_mol": 76.09
}

***

(6)
{
  "formula": "C16H17IN2O4Ti",
  "method": "ωB97M-V with the def2-TZVPD basis set",
  "species": ["Ti", "O", "C", "O", "C", "C", "C", "C", "C", "N", "C", "O", "O", "H", "H", "H", "H", "I", "C", "C", "C", "C", "C", "N", "H", "H", "H", "H", "C", "C", "C", "C", "H", "H", "H", "H", "H", "H", "H", "H", "H"],
  "xyz": [[0.615, -0.344, 0.065], [0.592, -2.396, 3.642], [0.796, -1.480, 2.659], [0.397, -1.761, 1.427], [1.400, -0.288, 2.868], [1.993, 0.312, 4.038], [2.586, 1.517, 3.929], [2.648, 2.221, 2.647], [2.080, 1.645, 1.582], [1.440, 0.426, 1.668], [2.014, 2.154, 0.163], [2.429, 3.217, -0.207], [1.411, 1.238, -0.628], [0.150, -3.151, 3.236], [1.959, -0.214, 4.983], [3.034, 1.974, 4.802], [3.136, 3.181, 2.547], [2.995, -1.286, -1.790], [1.045, -1.771, -2.389], [0.841, -2.444, -3.582], [-0.390, -3.047, -3.784], [-1.347, -3.005, -2.786], [-1.070, -2.290, -1.637], [0.087, -1.640, -1.469], [1.638, -2.516, -4.307], [-0.588, -3.571, -4.711], [-2.298, -3.508, -2.890], [-1.783, -2.187, -0.830], [-3.213, 0.931, -1.327], [-1.763, 1.249, -0.953], [-1.587, 2.750, -0.753], [-1.313, 0.459, 0.297], [-3.550, 1.522, -2.184], [-3.875, 1.149, -0.484], [-3.338, -0.127, -1.581], [-1.142, 0.968, -1.817], [-2.211, 3.089, 0.079], [-1.883, 3.308, -1.646], [-0.552, 3.011, -0.530], [-1.999, -0.382, 0.465], [-1.380, 1.089, 1.186]],
  "atomic_forces_ev_per_a": [[0.1, 1.7, 2.2], [-0.1, -0.1, -0.2], [-0.2, -0.4, -0.1], [0.2, 0.3, 0.3], [0.3, 0.5, 0.0], [-0.1, -0.1, -0.2], [0.1, 0.4, -0.2], [0.1, 0.0, 0.5], [-0.4, -0.5, -0.2], [-0.1, -0.3, -0.8], [-0.2, -0.4, 0.1], [0.0, 0.1, -0.2], [0.2, 0.5, 0.3], [0.0, 0.0, 0.0], [0.0, 0.0, 0.0], [0.0, 0.0, 0.0], [0.0, 0.0, 0.0], [0.0, 0.0, -0.2], [0.1, -0.6, -0.1], [0.0, 0.1, 0.0], [0.1, 0.0, -0.2], [-0.1, 0.1, 0.2], [-0.3, 0.2, -0.2], [0.1, -1.2, -1.0], [0.0, 0.0, 0.0], [0.0, 0.0, 0.0], [0.0, 0.0, 0.0], [0.0, 0.0, 0.0], [0.0, 0.0, 0.0], [0.0, -0.1, 0.1], [0.0, 0.1, 0.0], [-0.2, 0.0, -0.4], [0.0, 0.0, 0.0], [0.0, 0.0, 0.0], [0.0, 0.0, 0.0], [0.0, 0.0, -0.1], [0.0, 0.0, 0.0], [0.0, 0.0, 0.0], [0.0, 0.0, 0.0], [0.1, -0.1, 0.1], [0.0, 0.0, 0.1]],
  "nbo_charge": [1.55, -0.68, 0.59, -0.74, -0.09, -0.16, -0.25, -0.23, 0.05, -0.57, 0.78, -0.57, -0.77, 0.49, 0.22, 0.21, 0.23, 0.34, 0.12, -0.27, -0.12, -0.24, 0.10, -0.57, 0.25, 0.23, 0.24, 0.24, -0.59, -0.23, -0.60, -0.79, 0.20, 0.20, 0.19, 0.18, 0.20, 0.20, 0.22, 0.20, 0.23],
  "e_lumo_ev": -1.01,
  "homo_lumo_gap_ev": 4.75,
  "relative_energy_kcal_mol": 15.90,
  "homo_energy_ha": -0.212,
  "e_tot_ev": -59255.13919,
  "multiplicity": 1,
  "mol_weight_g_mol": 476.09
}

***

Repeat the fifth record exactly.
{
  "formula": "C3H8O2",
  "method": "ωB97M-V with the def2-TZVPD basis set",
  "species": ["C", "C", "O", "C", "O", "H", "H", "H", "H", "H", "H", "H", "H"],
  "xyz": [[-1.335, 0.311, 0.309], [-0.204, -0.331, -0.472], [-0.678, -0.563, -1.791], [0.992, 0.603, -0.581], [2.130, 0.286, -0.326], [-1.612, 1.269, -0.145], [-1.042, 0.484, 1.349], [-2.214, -0.339, 0.288], [0.132, -1.261, 0.007], [-0.028, -1.113, -2.248], [0.746, 1.615, -0.971], [1.358, -0.495, 2.726], [1.720, -0.491, 2.075]],
  "atomic_forces_ev_per_a": [[0.0, 0.0, 0.0], [0.0, 0.0, 0.3], [0.1, -0.2, -0.2], [0.4, -0.1, 0.1], [-0.5, 0.2, -0.1], [0.1, -0.1, 0.1], [0.0, 0.0, -0.2], [0.1, 0.1, 0.0], [-0.1, 0.1, -0.1], [-0.1, 0.1, 0.0], [0.1, -0.1, 0.0], [0.0, 0.0, 0.0], [0.0, 0.0, 0.1]],
  "nbo_charge": [-0.63, -0.01, -0.70, 0.42, -0.51, 0.22, 0.22, 0.23, 0.18, 0.48, 0.11, -0.02, 0.01],
  "e_lumo_ev": 0.79,
  "homo_lumo_gap_ev": 10.67,
  "relative_energy_kcal_mol": 42.05,
  "homo_energy_ha": -0.363,
  "e_tot_ev": -7334.22714,
  "multiplicity": 1,
  "mol_weight_g_mol": 76.09
}